The following is a quantum chemistry calculation of C21H50F3Na2O13S as an isolated structure in a non-equilibrium geometry, from the OMol25 dataset.

Structure (XYZ):
```
90
Properties=species:S:1:pos:R:3:mulliken_charge:R:1
Na 3.43102 0.25778 -1.33690 0.994
Na 4.56580 2.27801 7.84360 0.997
C 0.05694 -3.01500 3.60034 0.630
F 0.61167 -4.09847 3.05877 -0.233
F -1.12138 -2.87603 3.04148 -0.225
F -0.16671 -3.21971 4.90036 -0.225
S 1.19267 -1.49011 3.35171 1.121
O 1.31425 -0.87939 4.70000 -0.682
O 2.55410 -1.91158 2.92407 -0.705
O 0.59475 -0.73565 2.24059 -0.676
C -3.22085 3.55254 -4.53315 -0.767
O -3.38562 3.74082 -5.97784 -0.289
C -4.07916 4.94932 -6.29270 -0.440
C -4.32509 5.04657 -7.76227 -0.494
O -3.20936 4.52882 -8.47011 -0.278
C -3.18388 4.98539 -9.83246 -0.749
H -2.97765 2.49696 -4.41188 0.266
H -4.19622 3.56816 -4.04682 0.329
H -2.47515 4.19215 -4.06101 0.272
H -3.51880 5.82316 -5.96031 0.302
H -5.06728 5.02864 -5.83944 0.329
H -4.57823 6.09546 -7.91669 0.357
H -5.20542 4.45057 -8.00291 0.293
H -2.17960 5.03774 -10.25293 0.272
H -3.44200 6.04176 -9.75802 0.316
H -3.97869 4.47676 -10.37805 0.281
C -6.63958 -6.41985 -1.09665 -0.760
O -7.40911 -5.60518 -1.87678 -0.262
C -7.87284 -6.04626 -3.09870 -0.484
C -8.19365 -4.68383 -3.91353 -0.625
O -7.02861 -3.74362 -3.83410 -0.343
C -6.22169 -3.70156 -4.93048 -0.627
H -7.20225 -7.26349 -0.69693 0.304
H -6.24772 -5.92505 -0.20798 0.253
H -5.79533 -6.87292 -1.61633 0.314
H -8.65174 -6.80521 -3.02519 0.420
H -7.10820 -6.59057 -3.65291 0.307
H -9.04591 -4.27188 -3.37311 0.334
H -8.55897 -4.92748 -4.91116 0.409
H -5.26211 -3.19192 -4.84335 0.230
H -6.74448 -3.04270 -5.62380 0.247
H -6.06070 -4.72938 -5.25570 0.285
C -4.93164 3.56874 4.77931 -0.700
O -5.82397 4.61614 5.16494 -0.330
C -6.93285 4.84518 4.32684 -0.479
C -7.89509 5.97710 4.80941 -0.392
O -8.49725 6.41805 3.57658 -0.294
C -9.18035 7.68286 3.63762 -0.726
H -4.09166 3.52650 5.47267 0.241
H -4.59985 3.69404 3.74862 0.295
H -5.36868 2.57751 4.90001 0.299
H -7.49809 3.92607 4.17243 0.308
H -6.58959 5.06042 3.31494 0.338
H -7.19872 6.67263 5.27782 0.327
H -8.62099 5.57614 5.51681 0.270
H -10.01578 7.78408 4.33037 0.276
H -9.43165 7.95646 2.61287 0.255
H -8.40060 8.37724 3.95056 0.311
C 6.99675 6.39531 6.30133 -0.662
O 6.71973 5.30588 5.41074 -0.298
C 7.34746 5.27340 4.13904 -0.550
C 7.34424 3.90797 3.56338 -0.429
O 7.92101 3.11380 4.54318 -0.316
C 8.42998 1.88817 4.05608 -0.774
H 7.88100 6.93652 5.96474 0.292
H 7.24492 5.93150 7.25600 0.242
H 6.22893 7.12839 6.54862 0.260
H 8.33657 5.71961 4.24224 0.362
H 6.79520 5.91677 3.45407 0.328
H 7.94667 3.93262 2.65533 0.369
H 6.38801 3.44389 3.32181 0.327
H 7.98388 1.50226 3.13947 0.350
H 8.22828 1.22898 4.90040 0.228
H 9.51755 1.96061 4.04923 0.274
C 7.69583 -7.10731 0.41030 -0.711
O 8.68228 -8.00468 0.84671 -0.334
C 9.98550 -7.71128 0.36735 -0.552
C 10.27035 -8.22896 -1.02187 -0.309
O 10.68203 -9.67153 -1.08554 -0.359
C 10.75691 -10.04474 -2.47110 -0.689
H 7.48628 -7.15365 -0.65836 0.263
H 7.97661 -6.05922 0.51412 0.320
H 6.90276 -7.27373 1.13931 0.259
H 10.67942 -8.21010 1.04394 0.295
H 10.22731 -6.64904 0.40326 0.378
H 10.95504 -7.60301 -1.59413 0.374
H 9.34351 -8.06356 -1.57114 0.228
H 11.06680 -11.08975 -2.47447 0.259
H 11.37286 -9.37134 -3.06714 0.272
H 9.71616 -10.10656 -2.78908 0.304
```

Output
HOMO (eV): -9.8
Total charge: +1
Orbital gap (eV): 5.02



The following is a quantum chemistry calculation of a 4-piece molecular cluster, C15H35I2N4O3 overall in a non-equilibrium geometry, from the OMol25 dataset.

Structure (XYZ):
```
59
Properties=species:S:1:pos:R:3:mulliken_charge:R:1
C 2.16929 1.59473 -2.24056 -0.605
C 2.80035 0.05828 -2.43390 -0.374
C 1.90361 -1.05137 -1.62466 -0.604
I 3.38584 -2.35880 -0.58703 0.111
N 1.01896 -1.91929 -2.49060 0.059
C 0.04405 -1.17229 -3.37203 -0.341
C -1.55066 -1.41844 -2.97097 -0.623
C -1.87511 -0.61649 -1.54119 -0.546
I -3.57922 0.78546 -1.83783 0.096
H 3.00089 2.41694 -2.13589 0.108
H 1.57662 1.80990 -3.25358 0.214
H 1.42823 1.55905 -1.32227 0.278
H 3.91829 0.13094 -2.02793 0.413
H 2.80397 -0.22475 -3.56933 0.237
H 1.24549 -0.60820 -0.75100 0.350
H 0.46855 -2.56084 -1.84442 0.304
H 1.62985 -2.57367 -3.06158 0.488
H 0.21165 -1.58539 -4.47724 0.314
H 0.18871 -0.01214 -3.40893 0.044
H -1.84268 -2.55246 -2.93505 0.253
H -2.16990 -0.83831 -3.80867 0.437
H -2.21644 -1.47081 -0.78603 0.204
H -0.90835 -0.05550 -1.17114 0.227
C -1.67189 -4.10991 0.52233 -0.027
O -0.86870 -3.69796 -0.30513 -0.581
N -1.69048 -3.76863 1.85780 0.147
C -2.67686 -4.30091 2.77484 -0.849
C -0.69213 -2.84833 2.36203 -0.733
H -2.47352 -4.81469 0.24570 0.323
H -3.24421 -3.47063 3.20489 0.381
H -2.16165 -4.84557 3.57121 0.307
H -3.36493 -4.97906 2.26310 0.280
H -0.77527 -1.90133 1.82035 0.191
H 0.30193 -3.26946 2.18485 0.316
H -0.83298 -2.67398 3.43231 0.186
C 3.54949 4.74554 -4.75622 0.096
O 3.09600 3.67482 -4.37226 -0.554
N 3.97985 5.77036 -3.94085 0.119
C 4.50518 7.00994 -4.47443 -0.905
C 3.90492 5.60405 -2.50397 -0.889
H 3.65056 4.97651 -5.82966 0.255
H 5.53036 7.14235 -4.11714 0.331
H 3.88337 7.83804 -4.12242 0.333
H 4.50437 6.99984 -5.56764 0.293
H 4.50225 4.73415 -2.21481 0.253
H 2.86341 5.42638 -2.22007 0.287
H 4.27956 6.49468 -1.99196 0.371
C -4.60980 -1.18120 5.30410 0.093
O -4.78664 -2.11900 4.53679 -0.568
N -3.59104 -1.08468 6.22774 0.133
C -3.45025 0.06136 7.10180 -0.921
C -2.62955 -2.16320 6.32894 -0.507
H -5.28297 -0.30792 5.31110 0.266
H -2.47749 0.52716 6.92020 0.332
H -3.50770 -0.27689 8.14036 0.332
H -4.23959 0.79537 6.91909 0.296
H -2.13258 -2.28873 5.36229 -0.119
H -3.15769 -3.08880 6.57640 0.298
H -1.88536 -1.94616 7.10018 0.390
```

Output
HOMO (eV): -11.2
Total charge: +1
Orbital gap (eV): 8.11